No. 1
The molecule C20H30N2O2, computed with wB97M-V/def2-TZVPD.

```
54
Properties=species:S:1:pos:R:3:forces:R:3:mulliken_charge:R:1
C -4.63578 -2.94086 -0.92151 -0.25 -0.12 0.18 -1.370
C -4.86942 -1.92169 0.16880 -0.07 -0.34 -0.18 0.942
O -5.70745 -2.09668 1.02549 0.03 0.02 -0.03 -0.602
C -4.03358 -0.69426 0.14242 0.10 0.55 0.29 0.288
C -4.30468 0.29885 1.08381 -0.03 -0.19 -0.09 -0.672
C -3.56580 1.46567 1.10190 0.01 0.05 0.02 -0.931
C -2.54917 1.66136 0.18297 -0.01 -0.14 -0.12 -0.292
C -2.25602 0.67702 -0.75699 -0.03 0.03 -0.06 0.567
C -2.99965 -0.49296 -0.77061 -0.14 0.00 0.12 -0.270
H -2.76332 -1.25173 -1.50176 0.03 -0.08 -0.08 0.308
C -1.14865 0.88201 -1.75632 -0.02 0.07 -0.08 -1.152
N 0.13963 1.13487 -1.12072 -0.03 -0.03 -0.04 0.221
C 1.18726 1.34860 -2.10459 0.33 0.15 -0.01 -0.727
C 2.46908 1.76643 -1.37712 -0.17 0.07 -0.21 -1.170
N 2.91490 0.82844 -0.36505 0.14 0.01 0.02 0.340
C 1.84872 0.36398 0.51548 -0.29 -0.02 0.34 -0.034
C 0.53856 0.05327 -0.23579 0.25 -0.23 0.23 -1.060
H 0.67739 -0.87993 -0.81448 -0.07 0.06 -0.02 0.299
H -0.25905 -0.12035 0.48928 0.08 -0.05 -0.02 0.542
C 1.66012 1.25854 1.76099 -0.10 0.20 -0.24 -0.923
H 2.55347 1.14318 2.37768 0.04 -0.05 0.04 0.443
H 0.81076 0.86061 2.32138 -0.02 -0.01 0.10 0.348
C 1.45337 2.76255 1.56754 0.36 -0.13 0.28 -0.868
O 0.29219 3.10778 0.86346 -0.29 0.06 -0.24 -0.662
H 0.23664 2.52576 0.07729 -0.14 0.03 0.00 0.520
H 2.34666 3.19369 1.09155 -0.02 -0.03 0.10 0.264
H 1.35371 3.22535 2.55530 0.14 -0.06 -0.08 0.481
H 2.18910 -0.59639 0.92461 -0.11 0.13 -0.09 0.285
C 3.72094 -0.26624 -0.88912 0.07 -0.10 -0.02 -0.460
C 4.46193 -0.92710 0.23287 -0.06 -0.01 -0.17 -0.775
C 4.64449 -2.22578 0.43992 0.06 -0.10 0.09 1.303
C 4.12835 -3.31772 -0.45132 -0.07 0.19 -0.01 -1.418
H 3.25692 -3.00481 -1.01996 -0.06 -0.04 -0.09 0.362
H 4.90185 -3.61865 -1.15838 0.03 -0.10 -0.06 0.296
H 3.86085 -4.19048 0.14135 -0.03 -0.10 0.01 0.402
C 5.44234 -2.71824 1.61199 -0.04 0.17 -0.07 -1.449
H 5.85818 -1.89198 2.18186 0.06 0.04 0.08 0.361
H 4.81276 -3.31462 2.27244 -0.01 -0.10 0.06 0.335
H 6.25778 -3.35460 1.26983 0.10 -0.10 0.03 0.350
H 4.88309 -0.21645 0.93117 0.13 0.07 0.16 0.177
H 3.12806 -0.99662 -1.46158 0.09 0.03 -0.03 0.237
H 4.45507 0.17056 -1.57553 -0.09 -0.03 -0.04 0.369
H 2.28765 2.73288 -0.90409 -0.01 0.05 -0.09 0.337
H 3.27322 1.90107 -2.10403 -0.02 0.03 0.05 0.519
H 1.36334 0.43597 -2.70311 -0.08 0.04 0.02 0.367
H 0.88007 2.14717 -2.78440 0.01 -0.04 -0.02 0.516
H -1.09120 0.00405 -2.42496 0.01 0.09 0.05 0.303
H -1.37793 1.75881 -2.37201 0.04 -0.11 -0.05 0.371
H -1.96976 2.57061 0.20516 0.06 0.12 0.03 0.378
H -3.78045 2.23082 1.83243 -0.02 0.07 0.07 0.428
H -5.10409 0.12995 1.78962 -0.05 -0.01 0.05 0.472
H -4.76519 -2.48304 -1.89956 0.06 0.02 -0.11 0.382
H -3.62528 -3.33771 -0.85014 0.12 -0.02 -0.07 0.361
H -5.34670 -3.75510 -0.80641 0.00 0.02 0.02 0.364
```
Positions in Å, forces in eV/Å.

- SMILES string = CC(=O)c1cccc(CN2CCN(CC=C(C)C)[C@@H](CCO)C2)c1
- multiplicity = 1
- total energy (eV) = -28301.561
- HOMO level (eV) = -8.44
- charge = 0
- energy above the lowest of the compared OMol25 structures with the same formula, charge and spin (kJ/mol) = 264.34

---

No. 2
A cluster of 2 separate species, C4H9N2O in total, computed with wB97M-V/def2-TZVPD.

```
16
Properties=species:S:1:pos:R:3:forces:R:3:mulliken_charge:R:1
C -0.89688 -0.25246 -0.63133 0.29 1.13 -1.28 -0.503
C -0.44936 1.05252 -0.93783 -1.40 -2.62 1.27 0.592
C 1.04596 0.00310 0.33297 1.42 0.19 0.73 -0.196
N 0.13455 -0.90540 0.05131 -1.39 0.03 0.44 0.000
N 0.68718 1.13680 -0.22594 1.96 2.12 -0.09 -0.055
C -1.07714 2.18888 -1.62515 -0.99 0.32 -0.30 -1.059
H -1.86978 -0.68852 -0.85813 0.67 -0.15 -0.03 0.380
H 1.96902 0.01001 0.91264 -0.49 -0.88 -0.11 0.369
H 0.07911 -1.85804 0.45465 0.22 0.77 -0.18 0.266
H 1.23692 2.00767 -0.11340 -0.47 -0.93 -0.26 0.274
H -0.63077 3.16993 -1.39082 -0.08 -0.55 0.02 0.330
H -2.11794 2.17969 -1.26010 0.25 0.40 -0.45 0.309
H -1.08735 2.05961 -2.72050 0.03 0.03 0.47 0.288
O 0.80937 -3.13056 2.40375 0.59 -0.48 0.54 -0.654
H 1.76300 -3.37009 2.44207 -1.01 0.14 0.03 0.330
H 0.40411 -3.60316 3.16576 0.39 0.49 -0.80 0.331
```
Positions in Å, forces in eV/Å.

- multiplicity = 1
- total energy (eV) = -9315.598
- HOMO level (eV) = -13.77
- charge = +1
- energy above the lowest of the compared OMol25 structures with the same formula, charge and spin (kJ/mol) = 40.31

---

Number 1: maximum force 0.6 eV/A. Number 2: maximum force 3.2 eV/A.